Formula: C49H39CrGeN2O7S2
Source: the OMol25 dataset
Level of theory: ωB97M-V/def2-TZVPD

Results
E_tot	-175361.2790	eV
spin multiplicity	4
⟨S²⟩	3.885
orbital gap (alpha / beta)	4.58 / 4.59	eV
maximum force	3.87	eV Å⁻¹
molecular weight	956.60	g/mol

Positions of all 101 atoms, in Å:
Cr 0.4168 1.1241 0.9522
O -0.2865 4.2313 -0.2328
C -1.5608 4.1742 -0.7757
O -1.7642 3.4671 1.3866
C -1.8075 3.2489 -1.9602
C -0.5393 2.6361 -2.6281
C -1.0317 1.9617 -3.9712
C -1.2585 0.5125 -3.5445
C -1.0377 0.5078 -2.0258
O -0.0746 1.5469 -1.7937
C -2.3892 0.8347 -1.3437
C -2.4568 0.2243 0.0777
O -3.5189 -0.3101 0.3835
O -1.4473 0.3977 0.8537
H -2.4012 3.8187 -2.7439
H 0.2581 3.3344 -2.8729
H -0.2498 2.1470 -4.7039
H -1.9963 2.3685 -4.3763
H -0.4939 -0.1906 -3.9245
H -2.2104 0.0731 -3.8373
H -0.6305 -0.4746 -1.6556
H -3.1790 0.2466 -1.8516
S -6.9354 4.4287 -1.9659
C -8.1376 3.2079 -1.9623
C -7.6584 1.9814 -1.6119
C -6.3371 2.0232 -1.1487
C -5.8294 3.3066 -1.2403
C -4.5153 3.7594 -0.8694
C -3.5320 2.8176 -0.3166
N -2.7339 2.2540 -1.4305
C -2.5112 3.7517 0.2977
C -2.6582 5.0958 -0.2963
C -2.3105 6.2832 0.4100
C -1.3609 6.4235 1.4172
C -0.4060 5.4428 1.8331
C 0.5452 5.6712 2.8217
C 1.6157 4.7490 3.0704
C 1.5550 3.4500 2.4726
N 0.5505 3.1063 1.6687
C -0.4320 4.1051 1.2124
C 2.8893 5.1503 3.6511
C 3.9152 4.2891 3.9995
C 5.1050 4.9330 4.2613
C 4.9976 6.3240 4.1540
S 3.4116 6.8441 3.7765
C -4.0411 5.0647 -0.7963
H -9.1058 3.4605 -2.2769
H -8.2353 1.0437 -1.6257
H -5.7558 1.1500 -0.8976
H -3.9577 2.0664 0.3542
H -2.9179 7.1518 0.2149
H -1.4157 7.3681 1.9550
H 0.5511 6.5810 3.4060
H 2.3637 2.7409 2.5186
H 3.8351 3.1971 3.9387
H 6.0467 4.4786 4.5237
H 5.7777 7.0684 4.1295
H -4.5699 5.9368 -1.1819
O 2.6474 0.8626 0.7678
C 2.4022 -0.3910 0.5794
O 1.2084 -0.7781 0.6101
C 3.4309 -1.4802 0.3194
C 3.1799 -2.6981 1.1645
Ge 2.3057 -4.2847 0.2698
C 2.4714 -4.3564 -1.6684
C 3.6372 -4.0853 -2.3971
C 3.7553 -4.3420 -3.7622
C 2.6246 -4.7021 -4.4677
C 1.4888 -5.0765 -3.7793
C 1.4230 -4.9886 -2.3811
C 3.0209 -5.9788 1.1186
C 3.3391 -6.0950 2.4640
C 3.4491 -7.3420 3.0759
C 3.3631 -8.5090 2.3110
C 3.1726 -8.3678 0.9199
C 3.0303 -7.1294 0.3147
C 0.4032 -4.2873 0.5981
C -0.3792 -3.3018 -0.1026
C -1.6894 -3.0633 0.2700
C -2.2071 -3.5806 1.4132
C -1.4977 -4.5732 2.1153
C -0.2185 -4.8792 1.7259
H 4.4852 -1.1050 0.4878
H 3.4078 -1.7600 -0.7975
H 2.5621 -2.4890 2.0691
H 4.1461 -3.0521 1.5884
H 4.5301 -3.6006 -1.9521
H 4.7743 -4.1944 -4.2273
H 2.6403 -4.8118 -5.5679
H 0.6238 -5.4532 -4.3118
H 0.5033 -5.2820 -1.8788
H 3.6122 -5.2083 3.0771
H 3.6205 -7.4490 4.1229
H 3.5470 -9.5001 2.7002
H 3.2310 -9.2990 0.2977
H 2.8191 -7.0553 -0.7546
H 0.0344 -2.7240 -0.9144
H -2.3182 -2.4222 -0.3706
H -3.2280 -3.2646 1.6390
H -1.8481 -4.9472 3.0663
H 0.3531 -5.5407 2.3684

***

Formula: C49H40AsIN3NaOPS6
Source: the OMol25 dataset
Level of theory: ωB97M-V/def2-TZVPD

Results
total charge	-1
E_tot	-205641.6657	eV
orbital gap	6.02	eV
maximum force	0.58	eV Å⁻¹
molecular weight	1135.07	g/mol

Positions of all 103 atoms, in Å:
Na -0.0568 0.7401 0.6630
I -3.1712 -0.7747 0.0638
C -4.1728 0.1906 1.6287
C -5.2378 0.9330 1.1816
C -6.1389 1.5529 2.0635
C -5.9801 1.3586 3.3976
C -4.9003 0.5922 3.8965
C -4.8418 0.3844 5.2987
C -3.8384 -0.3465 5.8433
C -2.8129 -0.8265 5.0071
C -2.7899 -0.6385 3.6484
P -1.1929 -1.0511 2.7705
C -0.0402 -1.0388 4.1955
C 0.4488 -2.1869 4.8075
C 1.3758 -2.0955 5.8379
C 1.8180 -0.8550 6.2695
C 1.3336 0.2967 5.6629
C 0.4176 0.2022 4.6301
C -1.4022 -2.8370 2.4108
C -2.1333 -3.6876 3.2365
C -2.3392 -5.0125 2.8824
C -1.8290 -5.4939 1.6843
C -1.1038 -4.6526 0.8539
C -0.8883 -3.3329 1.2182
C -3.9125 0.0344 3.0324
H -5.4098 1.0128 0.1175
H -6.9606 2.1385 1.6744
H -6.6814 1.7750 4.1101
H -5.6217 0.8162 5.9137
H -3.7910 -0.5295 6.9088
H -1.9817 -1.3317 5.4830
H 0.1263 -3.1595 4.4625
H 1.7624 -2.9985 6.2926
H 2.5450 -0.7848 7.0681
H 1.6850 1.2697 5.9816
H 0.0649 1.1079 4.1466
H -2.5591 -3.3164 4.1606
H -2.9077 -5.6608 3.5369
H -2.0081 -6.5220 1.3953
H -0.7092 -5.0035 -0.0897
H -0.3052 -2.6890 0.5711
S 1.7627 -1.0086 1.2449
C 3.4176 -1.5287 1.1119
C 3.9741 -2.3776 2.0818
C 5.2863 -2.7999 2.0009
C 6.0939 -2.3923 0.9415
C 5.5622 -1.5533 -0.0256
C 4.2436 -1.1179 0.0586
As 3.3887 -0.0251 -1.2984
C 4.9627 0.4138 -2.3923
C 5.9791 1.2699 -1.9745
C 7.0553 1.5460 -2.8036
C 7.1291 0.9676 -4.0649
C 6.1240 0.1148 -4.4903
C 5.0438 -0.1576 -3.6582
C 3.2636 1.6957 -0.3655
C 3.6981 1.8941 0.9400
C 3.4914 3.1134 1.5693
C 2.8432 4.1446 0.9035
C 2.4117 3.9548 -0.4013
C 2.6206 2.7350 -1.0295
H 3.3421 -2.6977 2.9022
H 5.6844 -3.4526 2.7689
H 7.1212 -2.7267 0.8693
H 6.1840 -1.2434 -0.8573
H 5.9256 1.7241 -0.9917
H 7.8389 2.2138 -2.4660
H 7.9682 1.1853 -4.7138
H 6.1743 -0.3386 -5.4724
H 4.2605 -0.8288 -3.9966
H 4.1828 1.0841 1.4727
H 3.8284 3.2527 2.5895
H 2.6679 5.0897 1.4019
H 1.9029 4.7527 -0.9286
H 2.2726 2.5916 -2.0473
C -3.4396 3.5663 -1.0546
N -2.3492 2.8649 -1.7094
C -2.3014 2.7216 -3.0611
C -1.3187 2.0304 -3.6574
C -0.3405 1.4260 -2.7964
N -0.3947 1.5389 -1.4798
C -1.3916 2.2595 -0.9052
O -1.4844 2.3907 0.3220
N 0.6799 0.7520 -3.3333
H -3.9337 4.1996 -1.7898
H -3.0426 4.1711 -0.2434
H -4.1529 2.8590 -0.6326
H -3.0998 3.1968 -3.6150
H -1.2930 1.9065 -4.7294
H 0.6192 0.4792 -4.3016
H 1.2138 0.1309 -2.7276
C 1.7308 -4.0924 -4.1658
S 1.8359 -2.4103 -4.8082
C 0.1480 -1.9480 -4.8352
C -0.7055 -1.9210 -3.7770
S -0.4736 -2.3252 -2.1293
S -2.2664 -1.2313 -4.1740
C -1.9785 -0.7529 -5.7989
S -3.0622 0.1090 -6.7241
S -0.4325 -1.2607 -6.3384
H 2.7125 -4.5367 -4.3241
H 0.9852 -4.6603 -4.7189
H 1.4760 -4.0835 -3.1089